Below is the ion C5H9N2O with charge +1 in a non-equilibrium geometry, with properties calculated with ωB97M-V/def2-TZVPD.

Geometry as XYZ:
```
17
Properties=species:S:1:pos:R:3:mulliken_charge:R:1
C 0.043 1.986 1.572 -1.23
C 0.327 0.996 0.519 0.57
C 1.149 1.157 -0.557 -0.65
N 0.910 0.023 -1.317 -0.09
C 0.032 -0.831 -0.731 0.39
C -0.566 -2.115 -1.176 -1.11
N -0.343 -0.216 0.405 0.37
O -1.105 -0.750 1.396 -0.35
H 0.360 1.615 2.598 0.32
H 0.636 2.946 1.484 0.32
H -0.966 2.162 1.688 0.36
H 1.746 1.969 -0.839 0.46
H 1.507 -0.316 -2.058 0.27
H -0.830 -1.944 -2.193 0.34
H 0.254 -2.845 -1.279 0.32
H -1.335 -2.539 -0.520 0.32
H -1.819 -1.297 1.008 0.38
```

Its total charge is +1. Its energy above the lowest of the compared OMol25 structures with the same formula, charge and spin is 2.022 eV. The molar mass is 113.1 Da. The value obtained for the HOMO-LUMO gap is 10.71 eV. Its SMILES is Cc1c[nH+]c(C)n1O. The LUMO energy comes out at -3.1 eV.

Below is a cluster of 2 separate species, C5H9N2O in total in a non-equilibrium geometry, with properties calculated with ωB97M-V/def2-TZVPD.

Geometry as XYZ:
```
17
Properties=species:S:1:pos:R:3:mulliken_charge:R:1
C -3.331 -1.398 0.365 0.41
C -2.545 -0.735 -0.249 -0.76
C 2.192 -0.101 0.072 -0.82
C -0.152 -0.166 0.570 -0.88
C -1.658 0.281 -0.818 -0.41
N -1.993 1.583 -0.447 0.27
N 0.942 0.436 0.491 -0.02
O -2.488 1.758 0.667 -0.39
H -3.997 -2.140 0.619 0.50
H 2.438 0.023 -0.995 0.35
H 3.018 0.235 0.525 0.38
H 2.218 -1.276 0.079 0.24
H -0.798 0.309 1.230 0.63
H -0.073 -1.181 0.473 0.45
H -1.241 0.099 -1.810 0.47
H 0.871 1.385 0.785 0.31
H -1.751 2.375 -0.981 0.26
```

Its total charge is +1. Its energy above the lowest of the compared OMol25 structures with the same formula, charge and spin is 7.384 eV. The molar mass is 113.1 Da. The value obtained for the HOMO-LUMO gap (alpha / beta) is 7.79 / 7.52 eV. The LUMO energy (alpha / beta) comes out at -5.4 / -5.9 eV.

Below is the ion C5H9N2O with charge +1 in a non-equilibrium geometry, with properties calculated with ωB97M-V/def2-TZVPD.

Geometry as XYZ:
```
17
Properties=species:S:1:pos:R:3:mulliken_charge:R:1
C -0.382 1.866 1.656 -0.94
C -0.317 0.744 0.569 0.21
C -0.485 -0.621 0.519 -0.30
N 0.052 -1.166 -0.603 0.13
C 0.004 -2.655 -0.695 -0.71
C 0.507 -0.221 -1.318 -0.25
N 0.198 1.084 -0.625 0.19
O 0.634 2.241 -1.230 -0.41
H -1.408 1.843 2.079 0.33
H 0.377 1.450 2.430 0.28
H -0.096 2.845 1.173 0.26
H -1.087 -1.157 1.137 0.47
H -0.402 -2.902 -1.642 0.38
H 0.963 -3.116 -0.610 0.33
H -0.656 -2.874 0.083 0.25
H 0.912 -0.153 -2.335 0.40
H 1.186 2.792 -0.588 0.38
```

Its total charge is +1. Its energy above the lowest of the compared OMol25 structures with the same formula, charge and spin is 3.522 eV. The molar mass is 113.1 Da. The value obtained for the HOMO-LUMO gap is 10.33 eV. Its SMILES is Cc1c[n+](C)cn1O. The LUMO energy comes out at -3.3 eV.

Below is a cluster of 2 separate species, C5H9N2O2 in total in a non-equilibrium geometry, with properties calculated with ωB97M-V/def2-TZVPD.

Geometry as XYZ:
```
18
Properties=species:S:1:pos:R:3:mulliken_charge:R:1
C -0.342 -1.627 0.890 -0.38
C 1.014 0.507 -0.278 0.82
C -0.016 -0.644 -0.067 0.78
C -2.741 0.210 0.445 -0.95
C 3.377 0.485 -0.240 -0.54
N -0.175 -2.090 -0.301 -0.46
N -1.803 0.311 -0.625 -0.41
O 0.706 1.517 -0.821 -0.51
O 2.103 0.021 0.250 -0.26
H -0.585 -1.878 1.869 0.41
H -3.604 0.801 0.196 0.37
H -3.064 -0.779 0.652 0.37
H -2.299 0.664 1.315 0.38
H 3.854 -0.410 -0.629 0.26
H 4.057 0.692 0.597 0.21
H 2.926 1.270 -0.962 0.34
H -1.568 1.207 -0.862 0.28
H -1.843 -0.259 -1.428 0.30
```

Its total charge is +1. Its energy above the lowest of the compared OMol25 structures with the same formula, charge and spin is 5.935 eV. The molar mass is 129.1 Da. The value obtained for the HOMO-LUMO gap is 10.71 eV. The LUMO energy comes out at -4.5 eV.

Below is a structure of composition C5H9N2O6PdS in a non-equilibrium geometry, with properties calculated with ωB97M-V/def2-TZVPD.

Geometry as XYZ:
```
24
Properties=species:S:1:pos:R:3:mulliken_spin:R:1
Pd 6.767 6.638 5.757 1.51
N 4.690 6.654 5.738 0.26
C 4.314 6.497 4.341 -0.01
C 4.974 5.156 3.989 -0.10
O 4.628 4.320 3.143 0.24
N 6.084 4.933 4.776 0.68
C 7.152 4.230 4.220 0.07
C 8.513 5.130 4.373 0.01
O 9.342 5.029 3.481 0.16
O 8.643 5.771 5.428 0.46
H 4.424 5.865 6.325 -0.01
H 4.546 7.601 6.153 -0.02
H 4.753 7.379 3.863 0.00
H 3.205 6.374 4.133 0.02
H 6.857 4.069 3.168 0.02
H 7.276 3.246 4.619 0.07
C 8.018 10.809 5.383 0.00
S 6.620 9.652 5.363 -0.03
O 6.566 9.115 3.999 0.19
O 5.374 10.090 5.882 0.10
O 7.193 8.571 6.284 0.38
H 8.430 10.673 4.334 0.00
H 8.779 10.449 6.076 0.00
H 7.558 11.806 5.487 0.00
```

Its total charge is +1. Its energy above the lowest of the compared OMol25 structures with the same formula, charge and spin is 0.316 eV. The molar mass is 331.6 Da. The value obtained for the HOMO-LUMO gap (alpha / beta) is 10.19 / 5.21 eV. The spin multiplicity is 5. The LUMO energy (alpha / beta) comes out at -3.4 / -8.9 eV.

Below is the ion C5H9N2OS2 with charge +1 in a non-equilibrium geometry, with properties calculated with ωB97M-V/def2-TZVPD.

Geometry as XYZ:
```
19
Properties=species:S:1:pos:R:3:mulliken_charge:R:1
N -1.257 -1.032 -0.080 -0.48
C -0.436 -0.066 0.556 0.31
C -0.669 1.427 0.239 -1.10
S 0.955 2.257 0.338 -0.24
C 0.894 -0.314 -0.037 0.26
O 1.293 0.040 -1.281 -0.46
N 1.725 -1.232 0.457 0.07
C 1.771 -1.912 1.657 0.00
C 0.797 -1.850 2.544 0.11
S -0.154 -1.993 3.779 -0.21
H -1.994 -0.628 -0.715 0.22
H -1.774 -1.573 0.549 0.28
H -0.434 -0.288 1.534 0.12
H -1.016 1.390 -0.732 0.49
H -1.424 1.970 0.845 0.42
H 0.886 2.926 1.540 0.23
H 1.080 0.862 -1.600 0.37
H 2.569 -1.114 -0.085 0.28
H 2.672 -2.442 2.021 0.34
```

Its total charge is +1. Its energy above the lowest of the compared OMol25 structures with the same formula, charge and spin is 1.202 eV. The molar mass is 177.3 Da. The value obtained for the HOMO-LUMO gap is 7.77 eV. Its SMILES is N[C@H](CS)/C(O)=[NH+]\C=C=S. The LUMO energy comes out at -4.6 eV.

Below is the ion C5H9N2S with charge +1 in a non-equilibrium geometry, with properties calculated with ωB97M-V/def2-TZVPD.

Geometry as XYZ:
```
17
Properties=species:S:1:pos:R:3:mulliken_charge:R:1
S 1.693 2.152 1.777 -0.09
C 0.302 0.999 2.129 -0.72
C -0.158 0.028 0.737 0.43
N 0.806 -0.489 0.005 -0.08
C 0.503 -0.896 -1.406 -0.47
C -0.856 -0.401 -1.873 -0.58
C -1.820 -0.412 -0.662 -0.10
N -1.411 -0.111 0.484 -0.34
H 2.698 1.416 1.975 0.13
H 0.386 0.299 2.895 0.41
H -0.661 1.543 2.208 0.33
H 1.741 -0.492 0.378 0.21
H 0.585 -2.083 -1.230 0.32
H 1.231 -0.442 -1.976 0.35
H -1.398 -1.092 -2.490 0.36
H -0.808 0.631 -2.156 0.32
H -2.833 -0.651 -0.794 0.51
```

Its total charge is +1. Its energy above the lowest of the compared OMol25 structures with the same formula, charge and spin is 2.122 eV. The molar mass is 129.2 Da. The value obtained for the HOMO-LUMO gap is 8.15 eV. Its SMILES is SCC1=[NH+]CCC=N1. The LUMO energy comes out at -5.2 eV.

Below is a structure of composition C5H9N2S2 in a non-equilibrium geometry, with properties calculated with ωB97M-V/def2-TZVPD.

Geometry as XYZ:
```
18
Properties=species:S:1:pos:R:3:mulliken_charge:R:1
C 0.499 -2.204 0.143 -0.73
C 1.644 -1.490 0.249 -0.27
C -0.653 -1.474 0.038 0.02
C 1.626 -0.114 0.156 0.42
C 0.376 0.571 0.165 0.38
N -2.677 1.371 -0.051 -0.74
N -0.706 -0.192 -0.047 -0.23
S 3.084 0.795 0.018 -0.29
S 0.248 2.309 0.277 -0.32
H 0.652 -3.297 0.148 0.35
H 2.579 -1.991 0.358 0.39
H -1.639 -2.074 -0.114 0.27
H -2.604 2.094 0.698 0.32
H -3.509 0.807 -0.198 0.30
H -1.645 0.614 -0.103 0.40
H -2.617 1.838 -0.892 0.31
H 3.857 -0.321 -0.465 0.19
H 1.486 2.760 -0.380 0.22
```

Its total charge is +1. Its energy above the lowest of the compared OMol25 structures with the same formula, charge and spin is 1.220 eV. The molar mass is 161.3 Da. The value obtained for the HOMO-LUMO gap is 8.85 eV. The LUMO energy comes out at -3.5 eV.

Below is the molecule C5H9N3 in a non-equilibrium geometry, with properties calculated with ωB97M-V/def2-TZVPD.

Geometry as XYZ:
```
17
Properties=species:S:1:pos:R:3:mulliken_charge:R:1
C -2.215 -1.432 -0.336 -1.07
C -1.226 -0.546 0.023 0.46
C -1.305 0.970 0.643 -0.45
N -0.497 1.733 -0.315 -0.43
N 0.812 1.120 -0.514 -0.19
C 1.038 -0.275 -0.172 0.44
C 2.525 -0.798 0.173 -1.05
N 0.019 -0.904 -0.203 -0.36
H -1.860 -2.368 -0.635 0.34
H -3.146 -1.095 -0.519 0.35
H -2.344 1.543 1.095 0.28
H -0.789 0.866 1.604 0.25
H -0.782 2.060 -1.338 0.29
H 1.667 1.761 -0.565 0.22
H 3.157 -0.474 -0.552 0.37
H 2.482 -0.217 1.119 0.29
H 2.464 -1.947 0.492 0.25
```

Its energy above the lowest of the compared OMol25 structures with the same formula, charge and spin is 5.196 eV. The molar mass is 111.1 Da. The value obtained for the HOMO-LUMO gap is 8.14 eV. Its SMILES is C=C1CNNC(C)=N1. The LUMO energy comes out at 0.9 eV.

Below is the molecule C5H9N3 in a non-equilibrium geometry, with properties calculated with ωB97M-V/def2-TZVPD.

Geometry as XYZ:
```
17
Properties=species:S:1:pos:R:3:mulliken_charge:R:1
N 0.679 -1.105 -1.588 -0.58
C 0.675 -1.082 -0.142 -0.13
C -0.722 -1.314 0.584 -0.62
N -0.528 -0.043 1.289 0.17
N -1.444 0.932 1.159 -0.69
C -0.935 1.902 0.470 -0.13
C 0.390 1.501 -0.161 -0.76
C 0.717 0.259 0.557 0.00
H -0.142 -0.629 -2.013 0.22
H 0.904 -1.995 -2.084 0.22
H 1.405 -1.719 0.298 0.43
H -1.630 -1.308 -0.038 0.30
H -0.842 -2.139 1.373 0.22
H -1.495 2.813 0.388 0.47
H 0.251 1.361 -1.272 0.20
H 1.175 2.304 -0.078 0.32
H 1.543 0.263 1.256 0.35
```

Its energy above the lowest of the compared OMol25 structures with the same formula, charge and spin is 2.771 eV. The molar mass is 111.1 Da. The value obtained for the HOMO-LUMO gap is 9.05 eV. Its SMILES is N[C@@H]1CN2N=CC[C@H]12. The LUMO energy comes out at 1.0 eV.

Below is the molecule C5H9N3 in a non-equilibrium geometry, with properties calculated with ωB97M-V/def2-TZVPD.

Geometry as XYZ:
```
17
Properties=species:S:1:pos:R:3:mulliken_charge:R:1
H 0.321 2.614 0.224 0.26
N 1.026 1.860 0.170 -0.79
C 0.340 0.848 -0.153 0.47
C -1.085 0.556 -0.496 -0.19
C -2.427 0.175 0.108 -0.37
C -1.217 -0.637 0.462 0.02
C -0.081 -1.518 -0.037 -0.69
N 0.929 -0.429 -0.255 0.28
N 2.222 -0.651 0.115 -0.80
H -1.091 0.159 -1.511 0.15
H -2.883 0.623 1.010 0.25
H -3.061 -0.207 -0.700 0.25
H -0.880 -0.351 1.469 0.15
H -0.393 -2.087 -0.962 0.22
H 0.300 -2.277 0.652 0.29
H 2.859 -0.391 -0.650 0.24
H 2.405 -0.083 0.951 0.25
```

Its energy above the lowest of the compared OMol25 structures with the same formula, charge and spin is 4.389 eV. The molar mass is 111.1 Da. The value obtained for the HOMO-LUMO gap is 9.73 eV. Its SMILES is [H]/N=C1\[C@@H]2C[C@H]2CN1N. The LUMO energy comes out at 1.0 eV.

Below is the molecule C5H9N3 in a non-equilibrium geometry, with properties calculated with ωB97M-V/def2-TZVPD.

Geometry as XYZ:
```
17
Properties=species:S:1:pos:R:3:mulliken_charge:R:1
C 0.218 -1.670 0.430 -1.42
C 0.140 -0.189 0.195 0.81
C -1.163 0.438 -0.105 0.77
N -1.152 1.822 -0.235 -0.50
C 2.724 0.189 -0.174 -0.09
C -2.276 -0.299 -0.273 -1.20
N 1.193 0.553 0.284 -0.45
N 3.033 1.108 -0.912 -0.67
H -2.058 2.261 -0.263 0.23
H -0.483 2.323 0.330 0.25
H 1.463 1.452 -0.422 0.46
H 3.162 -0.635 0.372 0.27
H 1.236 -1.974 0.652 0.31
H -0.418 -1.961 1.266 0.38
H -0.123 -2.212 -0.454 0.35
H -3.232 0.171 -0.459 0.24
H -2.265 -1.374 -0.231 0.26
```

Its energy above the lowest of the compared OMol25 structures with the same formula, charge and spin is 3.794 eV. The molar mass is 111.1 Da. The value obtained for the HOMO-LUMO gap (alpha / beta) is 7.90 / 7.90 eV. The LUMO energy (alpha / beta) comes out at -0.2 / -0.2 eV.

The lowest energy above the lowest of the compared OMol25 structures with the same formula, charge and spin belongs to which entry? C5H9N2O6PdS